{"formula": "C30H49N5O3S2Ti", "method": "ωB97M-V with the def2-TZVPD basis set", "symbols": ["Ti", "C", "O", "C", "C", "O", "C", "C", "O", "C", "H", "H", "H", "H", "H", "H", "H", "H", "H", "H", "H", "H", "H", "H", "N", "C", "S", "N", "C", "C", "C", "C", "C", "C", "H", "H", "H", "H", "H", "H", "H", "H", "S", "C", "N", "C", "C", "C", "C", "N", "H", "H", "H", "H", "H", "H", "H", "H", "H", "C", "C", "C", "C", "C", "C", "C", "C", "N", "C", "C", "C", "C", "H", "H", "H", "H", "H", "H", "H", "H", "H", "H", "H", "H", "H", "H", "H", "H", "H", "H"], "xyz": [[0.4228, -0.5681, -0.1991], [-0.8556, 2.1918, 2.0345], [-1.4135, 1.2160, 1.1922], [-2.7808, 0.9788, 1.4365], [-3.1999, -0.1999, 0.5849], [-2.7463, -0.0778, -0.7435], [-3.5395, 0.6079, -1.6706], [-3.1997, 2.0884, -1.8013], [-1.8449, 2.3571, -2.0731], [-1.4390, 1.9812, -3.3775], [-1.0327, 1.9463, 3.0885], [-1.2805, 3.1826, 1.8249], [0.2172, 2.2031, 1.8493], [-3.3646, 1.8847, 1.2088], [-2.9465, 0.7313, 2.4932], [-4.2902, -0.3217, 0.6287], [-2.7222, -1.0982, 0.9728], [-4.6056, 0.5285, -1.4077], [-3.4001, 0.1002, -2.6282], [-3.4301, 2.6176, -0.8743], [-3.8419, 2.5048, -2.5973], [-1.5571, 0.9102, -3.5567], [-2.0166, 2.5365, -4.1305], [-0.3839, 2.2354, -3.4642], [-0.3034, -3.9890, 3.0602], [-0.5719, -2.7097, 2.3772], [-0.4910, -2.6739, 0.6338], [-1.6054, -1.9436, 3.0126], [-2.8691, -2.4249, 3.2163], [-3.6917, -1.9274, 4.2489], [-4.9962, -2.3664, 4.3994], [-5.5313, -3.3226, 3.5414], [-4.7193, -3.8273, 2.5254], [-3.4160, -3.3964, 2.3566], [-1.0097, -4.7301, 2.8376], [0.5725, -4.3560, 2.7152], [-1.3066, -1.3382, 3.7831], [-3.2818, -1.1889, 4.9320], [-5.6034, -1.9614, 5.2047], [-6.5519, -3.6678, 3.6612], [-5.1161, -4.5700, 1.8406], [-2.7937, -3.7724, 1.5527], [-2.0355, -2.1237, -4.3269], [-1.1932, -1.6643, -2.9917], [-0.5818, -1.2988, -2.0710], [2.9644, -1.5555, 2.3021], [2.1288, -0.2730, 2.3759], [1.3050, -0.3149, 3.6634], [3.0613, 0.9494, 2.3842], [1.2934, -0.2087, 1.2234], [3.5084, -1.7288, 3.2331], [3.6831, -1.4875, 1.4794], [2.2866, -2.3934, 2.1165], [1.9598, -0.4148, 4.5338], [0.6463, -1.1940, 3.5953], [0.7098, 0.5967, 3.7754], [3.7758, 0.8966, 3.2093], [2.4797, 1.8699, 2.4873], [3.6073, 1.0045, 1.4388], [3.8253, 3.5586, -4.3006], [2.9403, 3.0339, -3.1960], [2.1603, 3.9106, -2.4518], [1.3464, 3.3961, -1.4390], [0.4799, 4.3118, -0.6130], [1.3316, 2.0413, -1.1970], [2.1158, 1.0968, -1.9236], [2.9214, 1.6699, -2.9440], [2.0085, -0.2065, -1.5921], [2.8070, -1.2451, -2.2393], [2.5181, -2.5541, -1.4955], [4.3261, -0.9829, -2.1071], [2.4112, -1.4627, -3.7087], [3.6885, 4.6325, -4.4361], [3.6042, 3.0662, -5.2504], [4.8804, 3.3783, -4.0795], [2.1753, 4.9756, -2.6572], [0.4039, 5.2976, -1.0752], [0.8919, 4.4421, 0.3915], [-0.5238, 3.8955, -0.5176], [0.6951, 1.6912, -0.3862], [3.5386, 1.0419, -3.5668], [2.8687, -2.4969, -0.4630], [3.0214, -3.3855, -1.9931], [1.4473, -2.7710, -1.4726], [4.5216, -0.4137, -1.1960], [4.7505, -0.4355, -2.9486], [4.8586, -1.9343, -2.0366], [1.3661, -1.7674, -3.7635], [3.0282, -2.2522, -4.1485], [2.5295, -0.5622, -4.3106]], "atomic_forces_ev_per_a": [[0.1, -0.9, 1.2], [0.0, -0.1, 0.0], [0.1, -0.1, -0.1], [0.0, 0.1, 0.0], [0.0, 0.1, -0.1], [0.0, -0.1, 0.0], [0.0, 0.0, 0.1], [0.1, 0.0, -0.1], [-0.1, 0.0, 0.0], [0.0, 0.0, 0.0], [0.0, 0.0, 0.0], [0.0, 0.0, 0.0], [0.0, 0.0, 0.0], [0.0, 0.0, 0.0], [0.0, 0.0, 0.0], [0.0, 0.0, 0.0], [0.0, 0.0, 0.0], [0.0, 0.0, 0.0], [0.0, 0.0, 0.0], [0.0, 0.0, 0.0], [0.0, 0.0, 0.0], [0.0, 0.0, 0.0], [0.0, 0.0, 0.0], [0.0, 0.0, 0.0], [-0.8, 0.0, -0.3], [0.6, -0.1, 0.5], [0.1, 0.7, -0.4], [0.2, -0.2, 0.4], [-0.2, 0.0, 0.0], [0.0, 0.0, -0.1], [0.0, 0.0, 0.0], [0.0, 0.0, 0.0], [0.0, 0.0, 0.0], [0.0, -0.1, 0.1], [0.4, 0.3, 0.0], [0.1, 0.1, 0.0], [0.0, 0.0, -0.3], [0.0, 0.0, 0.0], [0.0, 0.0, 0.0], [0.0, 0.0, 0.0], [0.0, 0.0, 0.0], [0.0, 0.0, 0.0], [-0.1, 0.0, 0.0], [0.1, 0.1, 0.0], [-0.1, 0.0, -0.1], [0.0, -0.1, -0.2], [0.3, 0.1, 0.1], [-0.3, -0.1, 0.1], [0.0, 0.0, -0.1], [-0.6, -0.1, -0.6], [0.1, 0.0, 0.1], [0.0, 0.0, 0.0], [0.0, 0.0, 0.1], [0.0, 0.1, 0.1], [0.2, 0.1, 0.0], [0.0, -0.1, 0.0], [0.1, 0.0, 0.1], [0.0, 0.0, 0.0], [0.0, 0.0, 0.0], [0.0, 0.0, 0.0], [0.0, 0.0, 0.0], [0.0, 0.0, 0.0], [-0.1, 0.0, 0.0], [0.0, 0.0, 0.0], [0.0, 0.0, 0.0], [0.0, -0.1, 0.1], [0.1, 0.0, -0.1], [-0.1, 0.3, 0.0], [0.0, 0.0, 0.0], [-0.1, 0.1, 0.0], [0.0, 0.0, 0.0], [0.0, 0.0, 0.0], [0.0, 0.0, 0.0], [0.0, 0.0, 0.0], [0.0, 0.0, 0.0], [0.0, 0.0, 0.0], [0.0, 0.0, 0.0], [0.0, 0.0, 0.0], [0.0, 0.0, 0.0], [0.0, 0.2, 0.0], [0.0, 0.0, 0.0], [0.0, 0.0, 0.0], [0.0, -0.1, 0.0], [0.1, 0.0, -0.1], [0.0, 0.0, 0.0], [0.0, 0.0, 0.0], [0.0, 0.0, 0.0], [0.0, 0.0, 0.0], [0.0, 0.0, 0.0], [0.0, 0.0, 0.0]], "lowdin_charge": [0.708, -0.117, -0.215, -0.198, -0.181, -0.162, -0.192, -0.204, -0.190, -0.078, 0.083, 0.086, 0.064, 0.114, 0.120, 0.131, 0.067, 0.125, 0.094, 0.110, 0.119, 0.055, 0.086, 0.084, -0.061, -0.891, 0.573, -0.047, -0.297, -0.058, -0.144, -0.155, -0.115, -0.051, 0.022, 0.012, 0.095, 0.093, 0.083, 0.073, 0.090, 0.074, 0.391, -0.969, -0.012, -0.059, -0.711, -0.064, -0.062, -0.121, 0.070, 0.066, 0.063, 0.070, 0.043, 0.056, 0.067, 0.062, 0.072, -0.074, -0.304, -0.067, -0.293, -0.054, -0.030, -0.285, -0.014, -0.063, -0.611, -0.077, -0.050, -0.040, 0.059, 0.070, 0.070, 0.090, 0.066, 0.073, 0.059, 0.062, 0.077, 0.064, 0.080, 0.027, 0.081, 0.056, 0.068, 0.058, 0.076, 0.062], "homo_lumo_gap_ha": [0.135, 0.133], "lumo_energy_ev": [4.46, 4.46], "total_charge": -2}

=====

{"formula": "C30H49N7O11", "method": "ωB97M-V with the def2-TZVPD basis set", "symbols": ["C", "C", "C", "C", "C", "C", "N", "O", "C", "C", "C", "H", "H", "H", "H", "H", "H", "H", "H", "H", "H", "H", "H", "H", "H", "H", "H", "H", "H", "N", "O", "O", "O", "C", "C", "C", "C", "C", "C", "N", "O", "O", "H", "H", "H", "H", "H", "C", "C", "C", "C", "C", "C", "N", "O", "O", "H", "H", "H", "H", "H", "C", "O", "N", "C", "C", "H", "H", "H", "H", "H", "H", "H", "C", "O", "N", "C", "C", "H", "H", "H", "H", "H", "H", "H", "C", "O", "N", "C", "C", "H", "H", "H", "H", "H", "H", "H"], "xyz": [[2.6232, 1.2898, -2.2194], [3.1499, -0.0642, -1.9974], [3.5692, -0.4181, -0.5200], [3.8214, -1.9948, -0.5269], [2.7329, -2.9060, -0.8574], [2.2294, -2.6583, -2.2314], [2.1236, -1.1157, -2.4901], [1.3984, -0.8551, -3.5284], [0.8089, -3.2357, -2.3596], [3.1500, -3.3224, -3.2106], [4.3931, -0.0291, -3.0099], [3.3209, 2.0373, -1.8114], [1.7433, 1.0951, -1.6972], [2.2643, 1.4256, -3.3133], [2.8229, -0.1063, 0.0885], [4.5835, 0.1136, -0.2754], [4.1172, -2.3142, 0.3526], [4.7386, -2.1424, -1.3123], [1.8942, -2.4696, -0.0723], [2.7841, -3.9439, -0.4625], [0.1776, -2.6980, -1.8168], [0.6955, -4.2562, -2.1875], [0.4507, -3.2133, -3.3915], [2.8263, -3.3816, -4.3005], [3.4092, -4.3025, -2.7735], [4.0385, -2.9508, -3.1041], [5.2449, 0.5661, -2.7186], [4.1796, 0.2818, -4.0000], [4.7189, -0.9955, -3.0479], [-0.6798, 0.5848, 0.3051], [-0.7087, -0.4560, -0.3088], [0.1179, 0.8072, 1.2405], [-1.2243, 1.6440, -0.1363], [-2.9733, -2.7003, -0.3464], [-3.9152, -3.3244, -1.4250], [-3.8001, -4.8859, -1.6628], [-2.7623, -5.7555, -0.8185], [-1.9444, -5.0149, 0.2680], [-2.0851, -3.5282, 0.3596], [-2.7337, -7.2157, -0.9498], [-1.6598, -7.7838, -0.6692], [-3.6963, -7.6742, -1.5728], [-2.8573, -1.7072, -0.0844], [-4.6064, -2.6993, -1.8630], [-4.2780, -5.4553, -2.5126], [-1.3131, -5.5007, 0.9712], [-1.4450, -3.0298, 1.0427], [2.5994, 5.0312, 2.2159], [1.4216, 4.2325, 1.4925], [0.1759, 5.0057, 0.9406], [0.1205, 6.5825, 1.1179], [1.0905, 7.2696, 2.0923], [2.3176, 6.3810, 2.5949], [-1.0216, 7.1959, 0.5466], [-1.4007, 8.2850, 1.1920], [-1.5844, 6.6378, -0.2729], [3.6553, 4.4652, 2.4383], [1.5091, 3.3649, 1.2961], [-0.5085, 4.4221, 0.4652], [1.0071, 8.3139, 2.3864], [3.1150, 6.8961, 3.1656], [-4.1059, 1.7084, 2.2454], [-5.3418, 1.5121, 2.0715], [-3.5639, 2.1308, 3.4677], [-2.0762, 2.1823, 3.4294], [-4.2328, 2.3787, 4.6389], [-3.4377, 1.7797, 1.5059], [-1.7161, 1.3412, 3.2406], [-1.6695, 2.5255, 4.3872], [-1.8728, 3.0164, 2.7389], [-5.2981, 2.0035, 4.7636], [-4.3629, 3.2114, 4.8384], [-3.7966, 2.1749, 5.6981], [-2.4792, 3.1218, -3.3844], [-2.8048, 4.1775, -3.8853], [-2.0193, 2.1073, -4.1417], [-1.6072, 0.8970, -3.4492], [-1.7869, 2.2497, -5.5177], [-2.6243, 2.9695, -2.3326], [-1.2611, -0.0240, -3.9752], [-2.3374, 0.4614, -2.5993], [-0.7960, 1.1387, -2.7151], [-1.6203, 1.3122, -5.9608], [-0.6663, 2.7246, -5.7794], [-2.5610, 2.7728, -5.8506], [0.3414, -2.4559, 5.7553], [-0.0058, -3.5388, 6.4010], [0.6990, -2.3376, 4.5024], [1.1870, -1.1351, 3.8894], [0.8299, -3.4397, 3.6810], [0.4549, -1.5239, 6.3590], [1.5942, -0.2320, 4.4650], [0.3688, -0.4983, 3.5523], [1.9763, -1.2334, 3.1835], [0.0480, -3.4615, 2.9480], [0.7760, -4.4445, 4.0485], [1.8264, -3.3962, 3.0657]], "atomic_forces_ev_per_a": [[-1.5, 0.2, -1.6], [2.6, 0.1, -0.8], [3.3, -2.0, -3.5], [2.9, 2.5, -4.7], [-3.9, 2.2, 3.4], [-2.5, -1.6, 0.2], [-1.4, 0.1, -6.4], [3.6, -0.6, 5.8], [2.1, 0.1, -3.8], [-3.5, -2.3, -1.7], [-0.8, -0.6, 0.9], [-0.7, -0.2, -0.3], [-2.2, 1.8, 1.4], [1.1, 0.2, 1.8], [-2.3, 0.8, 2.3], [-2.0, -0.9, -0.5], [2.2, -1.0, 4.5], [-1.8, 0.2, 2.1], [1.2, -1.1, -1.9], [0.4, 0.5, -1.1], [-2.9, 2.2, 2.6], [0.6, -1.8, 1.1], [0.2, 0.5, -0.1], [0.3, 0.1, 1.6], [-1.0, -0.1, -0.5], [5.3, 2.8, -0.2], [-0.2, 0.4, 1.0], [-0.9, 0.3, -0.8], [1.4, -2.5, -0.5], [1.9, 5.1, -0.3], [-0.5, -2.4, -0.7], [0.3, -1.6, 1.1], [-1.2, -1.2, -0.3], [-1.5, -5.6, -2.8], [5.0, -4.9, 3.9], [2.6, 1.8, 2.2], [-0.8, 6.0, 2.0], [-3.6, 1.5, -4.1], [-0.8, -3.1, -1.3], [1.0, 0.7, -2.0], [-2.2, 0.4, 0.0], [1.3, -0.4, 1.3], [-0.5, 2.1, -0.1], [-1.4, 0.8, -1.3], [0.2, 1.1, 1.3], [0.4, -0.6, 0.2], [0.5, 0.2, 0.7], [-2.9, -1.1, -1.3], [-1.8, 17.0, 2.3], [7.3, 3.2, 4.0], [4.5, -3.7, 3.8], [0.4, -5.5, -2.1], [-1.6, 0.7, -1.9], [0.9, 5.5, 6.6], [1.0, -2.9, -2.5], [-2.9, -1.9, -4.2], [-3.0, 1.6, -0.4], [1.0, -11.5, -2.4], [-2.1, -1.1, -1.4], [0.0, -0.4, -0.2], [-0.8, -0.1, -0.4], [-6.2, 1.0, 4.8], [3.3, 0.1, 0.3], [1.9, -2.0, -3.1], [-3.9, 8.5, 2.1], [-1.1, -12.8, 2.0], [2.8, -0.3, -3.2], [3.4, -7.1, -2.2], [-0.4, -0.1, 0.0], [0.7, -0.8, -0.1], [1.3, -0.3, -0.9], [-2.1, 15.0, 2.1], [0.4, -1.2, -1.9], [-0.7, 1.0, -1.2], [0.0, 0.6, -0.1], [0.4, -2.4, 1.9], [0.2, -1.5, 3.9], [6.0, 0.0, 0.7], [0.2, -0.7, 0.8], [-0.5, 1.2, -0.5], [0.8, 1.2, -2.3], [-0.1, -0.1, -0.7], [-0.6, -1.4, -0.6], [-2.9, -0.3, 0.7], [-2.8, 2.4, -2.4], [-1.0, -3.2, 5.3], [1.2, 4.0, -3.2], [1.3, 0.8, 0.4], [-0.7, 4.0, 1.3], [1.8, -2.1, -3.6], [-0.3, -0.3, -0.5], [0.0, -2.0, 0.9], [-0.3, -0.7, -1.3], [0.1, -0.8, -0.9], [-0.5, 0.3, -0.8], [0.1, -0.1, 1.4], [-1.6, 0.0, 1.2]], "lowdin_charge": [-0.029, -0.412, -0.030, -0.178, -0.168, -0.437, 0.146, 0.181, 0.007, 0.005, 0.016, 0.129, 0.061, 0.135, 0.068, 0.171, 0.057, 0.163, 0.191, 0.158, 0.029, 0.091, 0.101, 0.144, 0.132, -0.005, 0.108, 0.087, 0.020, -0.611, -0.045, -0.077, -0.080, -0.038, 0.037, 0.064, -0.086, 0.049, -0.100, -0.368, 0.048, 0.053, 0.049, 0.037, 0.092, 0.072, 0.060, -0.069, 0.047, 0.107, -0.098, 0.080, -0.096, -0.398, -0.008, 0.155, 0.133, -0.073, 0.034, 0.083, 0.078, -0.232, -0.026, -0.147, -0.006, -0.092, 0.074, -0.017, 0.100, 0.103, 0.131, -0.054, 0.135, -0.324, 0.022, -0.198, -0.085, -0.065, 0.129, 0.077, 0.124, 0.054, 0.058, 0.151, 0.037, -0.278, -0.073, -0.193, -0.066, -0.080, 0.141, 0.118, 0.072, 0.064, 0.070, 0.087, 0.120], "homo_lumo_gap_ha": 0.137, "lumo_energy_ev": -4.78, "total_charge": 0, "e_above_lowest_kj_mol": 418.9}

=====

| no. | molar mass (g mol⁻¹) |
| --- | --- |
| 1 | 639.75 |
| 2 | 683.76 |